[1]
# C3H6N2O3

The molecule C3H6N2O3 at a distorted geometry (ωB97M-V/def2-TZVPD, the OMol25 dataset).

The highest occupied orbital energy (alpha / beta) is -0.349 / -0.349 Eh. As for the SMILES: CC(C)(N=O)[N+](=O)[O-]. The multiplicity is 1. Its gap between HOMO and LUMO (alpha / beta) is 8.67 / 8.67 eV. The calculation puts the total energy at -12325.6425 eV.

Last column: Löwdin charge in e.
Cartesian coordinates (Å):
C -0.08 -0.64 -1.19  -0.04
C 0.84 -0.02 -0.17  -0.41
C 0.23 0.60 1.06  -0.03
N 1.61 1.33 -1.03  0.11
O 2.29 1.98 -0.35  0.06
N 2.00 -0.84 0.14  -0.38
O 2.21 -1.81 -0.56  0.08
O 2.72 -0.46 1.04  0.08
H -1.02 -0.10 -1.23  0.09
H 0.39 -0.62 -2.17  0.08
H -0.27 -1.68 -0.93  0.09
H -0.56 1.29 0.78  0.09
H -0.18 -0.17 1.71  0.10
H 1.00 1.14 1.62  0.08


[2]
# C29H31Cl4N4O4STi

C29H31Cl4N4O4STi as an isolated structure at a distorted geometry (ωB97M-V/def2-TZVPD, the OMol25 dataset).

The highest occupied orbital energy (alpha / beta) is -0.150 / -0.149 Eh. The multiplicity is 1. As for the net charge: -1. Its gap between HOMO and LUMO (alpha / beta) is 6.03 / 6.21 eV. The calculation puts the total energy at -128772.2810 eV.

Last column: Löwdin charge in e.
Cartesian coordinates (Å):
Ti 0.26 -0.42 -0.02  0.75
C -1.81 2.56 -2.05  -0.06
C -1.93 3.00 -0.62  -0.28
C -2.20 4.33 -0.34  -0.06
C -2.25 4.79 0.96  -0.09
C -2.02 3.91 2.00  -0.06
C -1.75 2.57 1.76  -0.25
C -1.47 1.66 2.93  -0.06
C -1.71 2.12 0.44  -0.34
N -1.51 0.71 0.19  -0.03
C -2.65 0.02 -0.08  -0.31
C -4.03 0.63 -0.12  -0.02
C -2.49 -1.35 -0.25  -0.32
C -3.64 -2.27 -0.56  -0.01
N -1.23 -1.83 -0.09  -0.05
C -1.13 -3.26 0.06  -0.22
C -0.81 -4.09 -1.01  -0.22
C -0.60 -3.55 -2.39  -0.05
C -0.65 -5.45 -0.78  -0.05
C -0.81 -5.99 0.49  -0.08
C -1.17 -5.16 1.54  -0.05
C -1.35 -3.79 1.34  -0.21
C -1.79 -2.94 2.50  -0.04
H -2.37 3.22 -2.71  0.08
H -2.15 1.53 -2.21  0.05
H -0.75 2.60 -2.34  0.06
H -2.35 5.01 -1.17  0.11
H -2.46 5.84 1.17  0.10
H -2.03 4.26 3.03  0.11
H -2.08 1.95 3.79  0.08
H -0.42 1.75 3.21  0.07
H -1.68 0.62 2.69  0.05
H -4.02 1.66 0.21  0.07
H -4.71 0.07 0.52  0.08
H -4.44 0.61 -1.13  0.09
H -4.54 -1.71 -0.80  0.07
H -3.85 -2.94 0.28  0.09
H -3.39 -2.91 -1.41  0.08
H -1.17 -2.64 -2.57  0.04
H -0.89 -4.29 -3.14  0.08
H 0.46 -3.31 -2.54  0.08
H -0.39 -6.10 -1.61  0.11
H -0.65 -7.05 0.67  0.10
H -1.31 -5.56 2.54  0.11
H -1.22 -3.17 3.40  0.07
H -2.85 -3.12 2.72  0.08
H -1.68 -1.87 2.29  0.04
C 5.24 4.30 -2.26  -0.05
C 4.67 3.74 -0.98  -0.37
C 5.50 3.46 0.10  -0.05
C 4.87 2.89 1.20  -0.17
N 3.58 2.64 1.26  0.05
C 2.83 2.98 0.17  -0.81
S 1.12 2.71 0.22  0.69
N 3.37 3.51 -0.96  0.09
H 6.10 4.94 -2.07  0.07
H 4.46 4.86 -2.79  0.07
H 5.56 3.48 -2.91  0.08
H 6.56 3.65 0.08  0.09
H 5.45 2.62 2.08  0.10
Cl 3.78 -1.11 2.03  0.69
C 2.21 -1.89 2.17  -1.38
Cl 0.92 -0.59 2.29  0.72
Cl 2.12 -2.84 3.65  0.62
C 1.98 -2.79 0.89  -0.74
O 2.48 -3.89 0.93  0.06
O 1.33 -2.23 -0.06  -0.14
Cl 0.22 -0.20 -2.54  0.75
C 2.00 -0.25 -2.83  -0.34
C 2.79 -0.05 -1.54  -0.70
O 4.00 -0.06 -1.64  0.07
O 2.08 0.11 -0.48  -0.31
H 2.24 0.55 -3.53  0.09
H 2.25 -1.21 -3.26  0.09


[3]
# C3H7NO2S

The molecule C3H7NO2S at a distorted geometry (ωB97M-V/def2-TZVPD, the OMol25 dataset).

The highest occupied orbital energy is -0.349 Eh. As for the SMILES: CSNC(=O)CO. The multiplicity is 1. Its gap between HOMO and LUMO is 10.03 eV. The calculation puts the total energy at -19644.3818 eV.

Last column: Löwdin charge in e.
Cartesian coordinates (Å):
C -0.28 1.87 -0.89  -0.41
S -0.60 0.23 -1.45  0.89
N 0.78 -0.59 -0.96  -0.28
C 0.95 -1.06 0.33  -0.51
O 2.07 -1.43 0.63  0.06
C -0.22 -1.03 1.31  -0.22
O -1.44 -1.55 0.91  -0.06
H 0.51 2.36 -1.50  0.05
H -1.28 2.40 -1.00  0.06
H -0.01 1.99 0.16  0.03
H 1.60 -0.66 -1.54  0.11
H -0.30 0.05 1.60  0.13
H 0.08 -1.55 2.18  0.12
H -1.86 -1.03 0.22  0.03


[4]
# C9H56NO20Pd

C9H56NO20Pd as an isolated structure at a distorted geometry (ωB97M-V/def2-TZVPD, the OMol25 dataset).

The highest occupied orbital energy (alpha / beta) is -0.440 / -0.464 Eh. The multiplicity is 3. As for the net charge: +1. Its gap between HOMO and LUMO (alpha / beta) is 7.04 / 6.48 eV. As for the expectation value of S²: 2.007. The calculation puts the total energy at -56149.3098 eV.

Last column: Löwdin charge in e.
Cartesian coordinates (Å):
Pd -4.86 -1.03 -1.62  0.89
C -1.88 -0.18 2.14  -0.02
C -0.60 0.38 1.41  -0.45
C 0.63 -0.32 2.03  -0.15
C 2.00 -0.18 1.31  -0.15
C 1.81 -0.72 -0.14  -0.13
C 0.63 0.03 -0.88  -0.43
N -0.63 0.18 -0.06  -0.01
O -1.81 0.78 -0.78  -0.11
C 0.32 -0.91 -2.09  -0.04
C 1.21 1.39 -1.42  -0.02
C -0.37 1.94 1.66  -0.01
H -2.72 0.49 1.99  0.07
H -1.76 -0.07 3.22  0.09
H -2.18 -1.19 1.85  0.07
H 0.25 -1.34 2.04  0.11
H 0.65 -0.03 3.08  0.12
H 2.71 -0.81 1.84  0.11
H 2.40 0.84 1.28  0.10
H 1.62 -1.78 -0.28  0.11
H 2.79 -0.53 -0.58  0.11
H -0.26 -0.33 -2.81  0.08
H -0.29 -1.77 -1.81  0.07
H 1.19 -1.38 -2.55  0.09
H 1.46 2.07 -0.61  0.07
H 0.52 1.92 -2.08  0.08
H 2.12 1.32 -2.01  0.09
H 0.63 2.29 1.91  0.07
H -0.95 2.33 2.50  0.08
H -0.65 2.55 0.80  0.07
O -4.26 -3.65 5.67  -0.04
H -4.44 -3.81 4.74  0.03
H -5.12 -3.50 6.06  0.04
O 6.20 3.26 -5.02  -0.05
H 6.15 2.32 -4.83  0.01
H 6.78 3.62 -4.35  0.03
O -3.78 -1.53 -4.47  -0.06
H -3.25 -2.33 -4.51  0.02
H -3.51 -1.03 -5.24  0.05
O 2.38 6.44 1.12  -0.05
H 2.50 6.81 0.24  0.03
H 2.47 5.50 1.00  0.02
O -1.07 -2.51 6.87  -0.05
H -0.56 -3.27 6.61  0.02
H -1.95 -2.68 6.54  0.00
O -4.76 5.74 1.12  -0.05
H -4.59 5.10 1.81  0.03
H -5.54 5.41 0.68  0.03
O 6.35 0.51 -0.30  -0.05
H 5.49 0.94 -0.36  0.02
H 6.71 0.79 0.54  0.04
O 6.20 -0.60 -3.99  -0.05
H 5.90 -1.48 -3.76  0.03
H 6.80 -0.36 -3.29  0.03
O -2.19 4.50 -1.86  -0.04
H -2.79 4.75 -1.16  0.03
H -2.06 3.56 -1.74  0.01
O 1.61 -6.12 -3.23  -0.05
H 0.84 -5.58 -3.42  0.01
H 1.25 -6.98 -3.02  0.03
O -0.92 4.23 7.07  -0.05
H -0.96 4.09 6.12  0.02
H -0.38 3.51 7.40  0.03
O 2.13 -4.43 4.70  -0.05
H 2.04 -3.56 4.30  0.02
H 2.77 -4.31 5.40  0.04
O -6.55 -0.28 0.88  -0.06
H -6.47 0.23 1.69  0.05
H -7.39 -0.73 0.97  0.04
O 3.09 -1.95 -6.46  -0.04
H 3.58 -1.81 -5.65  0.02
H 2.53 -2.70 -6.29  0.02
O -1.19 6.78 3.31  -0.05
H -1.71 7.45 2.86  0.03
H -0.46 6.60 2.72  0.02
O -4.15 3.41 -4.59  -0.06
H -4.28 4.16 -5.18  0.03
H -3.31 3.57 -4.17  0.01
O -3.13 -3.32 -0.78  -0.06
H -3.18 -4.28 -0.79  0.05
H -2.41 -3.12 -0.18  0.03
O 5.02 -5.71 1.30  -0.05
H 5.00 -6.66 1.27  0.03
H 4.10 -5.45 1.35  0.02
O -1.66 -4.84 -4.81  -0.05
H -2.52 -5.25 -4.70  0.03
H -1.26 -5.32 -5.54  0.04


[5]
# C3H8N2O

The molecule C3H8N2O at a distorted geometry (ωB97M-V/def2-TZVPD, the OMol25 dataset).

The highest occupied orbital energy (alpha / beta) is -0.327 / -0.253 Eh. The multiplicity is 1. Its gap between HOMO and LUMO (alpha / beta) is 9.64 / 7.15 eV. The calculation puts the total energy at -8263.7461 eV.

Last column: Löwdin charge in e.
Cartesian coordinates (Å):
C 0.05 0.64 0.16  -0.32
C -1.19 -0.11 0.14  -0.20
C 1.22 0.06 1.07  -0.06
N 0.70 0.79 -1.30  -0.08
N -1.35 -1.42 -0.05  0.06
O 0.35 1.83 -2.06  -0.11
H -0.15 1.62 0.67  0.14
H -2.18 0.41 0.21  0.12
H 2.19 0.38 0.71  0.06
H 1.15 -1.06 1.06  0.07
H 1.13 0.53 2.09  0.09
H -0.45 -1.83 -0.29  0.09
H 0.52 -0.07 -1.72  0.08
H -2.00 -1.76 -0.68  0.06


[6]
# C12H24AsPtSi2

C12H24AsPtSi2 as an isolated structure (ωB97M-V/def2-TZVPD, the OMol25 dataset).

The highest occupied orbital energy (alpha / beta) is -0.431 / -0.431 Eh. The multiplicity is 1. As for the net charge: +1. Its gap between HOMO and LUMO (alpha / beta) is 6.44 / 6.44 eV. The calculation puts the total energy at -92669.2959 eV.

Last column: Löwdin charge in e.
Cartesian coordinates (Å):
Pt -0.87 0.30 -0.36  0.48
C -2.11 2.10 0.50  -0.19
C -2.72 0.93 1.01  -0.18
C -3.49 0.13 0.15  -0.10
C -3.71 0.52 -1.19  -0.08
C -3.10 1.64 -1.69  -0.08
C -2.26 2.42 -0.86  -0.12
H -1.59 2.78 1.16  0.12
H -2.66 0.71 2.06  0.12
H -3.96 -0.76 0.54  0.12
H -4.36 -0.08 -1.82  0.12
H -3.26 1.93 -2.72  0.12
H -1.80 3.31 -1.25  0.12
C -0.50 -3.13 2.28  -0.23
Si 0.94 -2.22 1.54  0.23
C 1.35 -0.69 2.52  -0.22
C 2.42 -3.29 1.24  -0.23
As 0.00 -1.77 -0.67  0.82
Si 1.15 1.05 -1.35  0.26
C 2.63 -0.06 -1.22  -0.25
C 1.51 2.67 -0.51  -0.21
C 0.72 1.22 -3.15  -0.22
H -0.22 -3.55 3.25  0.05
H -0.82 -3.95 1.63  0.03
H -1.35 -2.45 2.43  0.03
H 1.38 -0.93 3.59  0.04
H 0.60 0.08 2.35  0.00
H 2.33 -0.30 2.25  0.03
H 2.80 -3.71 2.18  0.05
H 3.22 -2.71 0.78  0.03
H 2.16 -4.12 0.57  0.04
H 2.96 -0.20 -0.19  0.02
H 3.46 0.40 -1.77  0.05
H 2.46 -1.05 -1.67  0.02
H 1.43 2.59 0.58  0.03
H 0.84 3.47 -0.85  0.03
H 2.54 2.97 -0.76  0.04
H 0.80 0.24 -3.63  0.04
H 1.41 1.90 -3.66  0.05
H -0.30 1.59 -3.30  0.01


The records above yield relative energy (zero: lowest compared OMol25 entry of this formula, charge and spin) values of 6.586, 2.279, 1.222, 5.397, 5.580, 0.000 eV, respectively.